16 unconnected molecules or ions with the total composition C48H96O48. Source: the OMol25 dataset; level of theory: ωB97M-V/def2-TZVPD.

Last columns: bonded neighbours and bond lengths (Å).
Positions of all 192 atoms, in Å:
1 C -1.484 2.013 0.298  O2 1.420, H7 1.090, H8 1.090, H9 1.090
2 O -0.871 0.814 -0.153  C1 1.420, C3 1.328
3 C 0.018 0.686 -1.132  O2 1.328, O4 1.228, O5 1.385
4 O 0.266 1.530 -1.989  C3 1.228
5 O 0.675 -0.516 -0.928  C3 1.385, C6 1.395
6 C 1.821 -0.819 -1.664  O5 1.395, H10 1.090, H11 1.090, H12 1.090
7 H -1.983 2.605 -0.469  C1 1.090
8 H -0.697 2.702 0.605  C1 1.090
9 H -2.131 1.777 1.142  C1 1.090
10 H 2.286 -1.706 -1.233  C6 1.090
11 H 2.433 0.082 -1.700  C6 1.090
12 H 1.506 -1.083 -2.674  C6 1.090
13 C -3.907 -3.672 -3.489  O14 1.445, H19 1.090, H20 1.090, H21 1.090
14 O -3.520 -4.292 -2.243  C13 1.445, C15 1.361
15 C -2.521 -5.216 -2.196  O14 1.361, O16 1.288, O17 1.358
16 O -1.826 -5.591 -3.214  C15 1.288
17 O -2.435 -5.541 -0.881  C15 1.358, C18 1.370
18 C -1.460 -6.380 -0.410  O17 1.370, H22 1.090, H23 1.090, H24 1.090
19 H -4.287 -2.657 -3.370  C13 1.090
20 H -4.674 -4.224 -4.032  C13 1.090
21 H -3.075 -3.604 -4.190  C13 1.090
22 H -0.494 -5.878 -0.464  C18 1.090
23 H -1.299 -7.228 -1.076  C18 1.090
24 H -1.686 -6.715 0.602  C18 1.090
25 C -4.253 0.380 -12.525  O26 1.409, H31 1.090, H32 1.090, H33 1.090
26 O -4.695 1.079 -11.384  C25 1.409, C27 1.340
27 C -3.872 1.723 -10.545  O26 1.340, O28 1.189, O29 1.334
28 O -2.691 1.742 -10.681  C27 1.189
29 O -4.568 2.287 -9.558  C27 1.334, C30 1.433
30 C -3.872 2.962 -8.502  O29 1.433, H34 1.090, H35 1.090, H36 1.090
31 H -3.689 -0.468 -12.138  C25 1.090
32 H -3.615 0.969 -13.184  C25 1.090
33 H -5.068 -0.116 -13.050  C25 1.090
34 H -3.085 3.609 -8.890  C30 1.090
35 H -3.568 2.198 -7.787  C30 1.090
36 H -4.527 3.664 -7.985  C30 1.090
37 C 4.471 -8.928 -3.580  O38 1.439, H43 1.090, H44 1.090, H45 1.090
38 O 4.073 -9.543 -2.341  C37 1.439, C39 1.291
39 C 4.438 -10.718 -1.953  O38 1.291, O40 1.240, O41 1.272
40 O 5.157 -11.495 -2.599  C39 1.240
41 O 3.897 -10.934 -0.822  C39 1.272, C42 1.445
42 C 4.133 -12.139 -0.062  O41 1.445, H46 1.090, H47 1.090, H48 1.090
43 H 3.510 -8.483 -3.837  C37 1.090
44 H 4.557 -9.625 -4.414  C37 1.090
45 H 5.291 -8.222 -3.444  C37 1.090
46 H 4.250 -12.008 1.014  C42 1.090
47 H 4.920 -12.816 -0.393  C42 1.090
48 H 3.248 -12.754 -0.225  C42 1.090
49 C 9.688 -5.972 0.070  O50 1.378, H55 1.090, H56 1.090, H57 1.090
50 O 10.352 -7.159 0.290  C49 1.378, C51 1.273
51 C 10.222 -8.126 -0.529  O50 1.273, O52 1.220, O53 1.293
52 O 9.927 -8.067 -1.710  C51 1.220
53 O 10.663 -9.170 0.095  C51 1.293, C54 1.471
54 C 10.900 -10.370 -0.722  O53 1.471, H58 1.090, H59 1.090, H60 1.090
55 H 8.642 -6.089 -0.211  C49 1.090
56 H 10.140 -5.467 -0.784  C49 1.090
57 H 9.714 -5.233 0.871  C49 1.090
58 H 10.903 -11.188 -0.001  C54 1.090
59 H 11.800 -10.447 -1.332  C54 1.090
60 H 9.957 -10.515 -1.249  C54 1.090
61 C -12.719 3.738 -0.769  O62 1.406, H67 1.090, H68 1.090, H69 1.090
62 O -11.452 4.314 -0.973  C61 1.406, C63 1.337
63 C -11.018 5.228 -0.099  O62 1.337, O64 1.263, O65 1.375
64 O -11.429 5.469 1.071  C63 1.263
65 O -9.967 5.836 -0.744  C63 1.375, C66 1.441
66 C -9.328 6.943 -0.080  O65 1.441, H70 1.090, H71 1.090, H72 1.090
67 H -13.474 4.515 -0.893  C61 1.090
68 H -12.737 3.282 0.220  C61 1.090
69 H -13.052 3.016 -1.514  C61 1.090
70 H -8.513 6.454 0.454  C66 1.090
71 H -9.948 7.570 0.561  C66 1.090
72 H -8.927 7.555 -0.888  C66 1.090
73 C -1.752 12.104 3.276  O74 1.417, H79 1.090, H80 1.090, H81 1.090
74 O -2.962 11.975 4.001  C73 1.417, C75 1.333
75 C -3.596 10.804 4.072  O74 1.333, O76 1.232, O77 1.327
76 O -3.264 9.811 3.424  C75 1.232
77 O -4.496 10.837 5.046  C75 1.327, C78 1.411
78 C -5.287 9.715 5.371  O77 1.411, H82 1.090, H83 1.090, H84 1.090
79 H -1.185 12.978 3.598  C73 1.090
80 H -2.021 12.308 2.240  C73 1.090
81 H -1.093 11.250 3.437  C73 1.090
82 H -5.618 9.283 4.426  C78 1.090
83 H -6.157 9.984 5.970  C78 1.090
84 H -4.681 9.077 6.014  C78 1.090
85 C 7.117 1.439 2.057  O86 1.432, H91 1.090, H92 1.090, H93 1.090
86 O 6.219 0.634 2.829  C85 1.432, C87 1.323
87 C 6.168 0.724 4.147  O86 1.323, O88 1.214, O89 1.452
88 O 6.616 1.646 4.798  C87 1.214
89 O 5.448 -0.436 4.642  C87 1.452, C90 1.425
90 C 5.130 -0.555 6.026  O89 1.425, H94 1.090, H95 1.090, H96 1.090
91 H 8.103 0.976 2.022  C85 1.090
92 H 7.225 2.463 2.412  C85 1.090
93 H 6.828 1.542 1.011  C85 1.090
94 H 4.580 0.341 6.312  C90 1.090
95 H 6.016 -0.705 6.644  C90 1.090
96 H 4.500 -1.422 6.224  C90 1.090
97 C 11.001 -2.273 -6.872  O98 1.397, H103 1.090, H104 1.090, H105 1.090
98 O 10.146 -1.363 -7.498  C97 1.397, C99 1.391
99 C 9.320 -0.555 -6.723  O98 1.391, O100 1.208, O101 1.372
100 O 9.104 -0.751 -5.551  C99 1.208
101 O 8.781 0.437 -7.502  C99 1.372, C102 1.390
102 C 7.917 1.376 -6.951  O101 1.390, H106 1.090, H107 1.090, H108 1.090
103 H 10.493 -3.127 -6.426  C97 1.090
104 H 11.685 -1.725 -6.224  C97 1.090
105 H 11.542 -2.732 -7.700  C97 1.090
106 H 7.142 0.881 -6.365  C102 1.090
107 H 7.457 1.971 -7.740  C102 1.090
108 H 8.399 2.136 -6.337  C102 1.090
109 C 4.528 7.936 0.119  O110 1.446, H115 1.090, H116 1.090, H117 1.090
110 O 5.567 8.029 1.119  C109 1.446, C111 1.358
111 C 6.205 9.201 1.374  O110 1.358, O112 1.207, O113 1.329
112 O 5.911 10.269 0.896  C111 1.207
113 O 7.197 8.948 2.221  C111 1.329, C114 1.451
114 C 8.433 9.708 2.195  O113 1.451, H118 1.090, H119 1.090, H120 1.090
115 H 4.984 8.298 -0.803  C109 1.090
116 H 3.707 8.569 0.455  C109 1.090
117 H 4.127 6.934 -0.033  C109 1.090
118 H 8.267 10.715 2.577  C114 1.090
119 H 8.877 9.666 1.201  C114 1.090
120 H 9.153 9.400 2.953  C114 1.090
121 C 0.937 -4.304 -10.252  O122 1.399, H127 1.090, H128 1.090, H129 1.090
122 O 0.841 -5.651 -9.885  C121 1.399, C123 1.335
123 C -0.344 -6.247 -10.032  O122 1.335, O124 1.213, O125 1.369
124 O -1.277 -5.791 -10.659  C123 1.213
125 O -0.197 -7.549 -9.635  C123 1.369, C126 1.437
126 C -1.235 -8.484 -9.970  O125 1.437, H130 1.090, H131 1.090, H132 1.090
127 H 0.418 -4.208 -11.206  C121 1.090
128 H 1.932 -3.889 -10.411  C121 1.090
129 H 0.444 -3.734 -9.464  C121 1.090
130 H -1.029 -8.892 -10.960  C126 1.090
131 H -2.217 -8.023 -10.071  C126 1.090
132 H -1.314 -9.351 -9.314  C126 1.090
133 C -10.451 -3.926 8.067  O134 1.425, H139 1.090, H140 1.090, H141 1.090
134 O -9.673 -3.118 7.188  C133 1.425, C135 1.372
135 C -9.939 -3.140 5.842  O134 1.372, O136 1.234, O137 1.378
136 O -10.856 -3.779 5.319  C135 1.234
137 O -9.127 -2.217 5.219  C135 1.378, C138 1.421
138 C -9.167 -2.278 3.800  O137 1.421, H142 1.090, H143 1.090, H144 1.090
139 H -9.966 -3.757 9.028  C133 1.090
140 H -10.418 -4.973 7.765  C133 1.090
141 H -11.484 -3.579 8.038  C133 1.090
142 H -8.799 -1.332 3.402  C138 1.090
143 H -10.235 -2.255 3.583  C138 1.090
144 H -8.766 -3.165 3.310  C138 1.090
145 C -3.851 9.973 -4.490  O146 1.431, H151 1.090, H152 1.090, H153 1.090
146 O -4.646 11.122 -4.801  C145 1.431, C147 1.318
147 C -5.633 11.038 -5.669  O146 1.318, O148 1.226, O149 1.319
148 O -6.228 10.029 -6.031  C147 1.226
149 O -6.080 12.251 -5.931  C147 1.319, C150 1.445
150 C -7.392 12.450 -6.504  O149 1.445, H154 1.090, H155 1.090, H156 1.090
151 H -3.200 9.900 -5.361  C145 1.090
152 H -4.463 9.076 -4.391  C145 1.090
153 H -3.307 10.136 -3.560  C145 1.090
154 H -8.107 12.459 -5.681  C150 1.090
155 H -7.692 11.656 -7.187  C150 1.090
156 H -7.612 13.400 -6.992  C150 1.090
157 C -0.215 5.471 7.221  O158 1.425, H163 1.090, H164 1.090, H165 1.090
158 O 0.904 6.223 6.761  C157 1.425, C159 1.338
159 C 1.929 6.269 7.621  O158 1.338, O160 1.212, O161 1.284
160 O 2.186 5.588 8.590  C159 1.212
161 O 2.700 7.197 7.181  C159 1.284, C162 1.477
162 C 4.050 7.349 7.762  O161 1.477, H166 1.090, H167 1.090, H168 1.090
163 H -0.989 5.531 6.456  C157 1.090
164 H -0.588 5.986 8.106  C157 1.090
165 H -0.028 4.508 7.695  C157 1.090
166 H 4.800 6.571 7.620  C162 1.090
167 H 4.042 7.484 8.844  C162 1.090
168 H 4.489 8.225 7.284  C162 1.090
169 C -4.628 -2.166 10.860  O170 1.459, H175 1.090, H176 1.090, H177 1.090
170 O -3.678 -1.874 9.792  C169 1.459, C171 1.380
171 C -3.681 -2.645 8.647  O170 1.380, O172 1.250, O173 1.302
172 O -4.251 -3.755 8.562  C171 1.250
173 O -2.881 -2.092 7.780  C171 1.302, C174 1.420
174 C -2.788 -2.700 6.499  O173 1.420, H178 1.090, H179 1.090, H180 1.090
175 H -5.316 -1.324 10.950  C169 1.090
176 H -4.037 -2.195 11.774  C169 1.090
177 H -5.195 -3.092 10.766  C169 1.090
178 H -3.759 -2.609 6.012  C174 1.090
179 H -2.652 -3.733 6.818  C174 1.090
180 H -1.943 -2.352 5.905  C174 1.090
181 C 3.639 -8.145 5.402  O182 1.449, H187 1.090, H188 1.090, H189 1.090
182 O 2.325 -8.354 5.976  C181 1.449, C183 1.349
183 C 2.130 -9.088 7.091  O182 1.349, O184 1.211, O185 1.358
184 O 2.979 -9.473 7.864  C183 1.211
185 O 0.794 -9.316 7.187  C183 1.358, C186 1.442
186 C 0.264 -10.204 8.191  O185 1.442, H190 1.090, H191 1.090, H192 1.090
187 H 3.936 -9.017 4.820  C181 1.090
188 H 4.471 -7.771 5.999  C181 1.090
189 H 3.495 -7.357 4.663  C181 1.090
190 H -0.812 -10.268 8.029  C186 1.090
191 H 0.425 -9.846 9.208  C186 1.090
192 H 0.787 -11.160 8.185  C186 1.090

Results
HOMO level   -0.3804 hartree
ΔE to the lowest compared entry with this formula, charge and spin   750.8 kJ/mol
Calculated total energy   -5497.848274 hartree
Largest force on an atom   0.114 hartree/bohr

Here are the Löwdin charges for atoms 1 to 2, given in e: atom 1 (C): -0.04, atom 2 (O): -0.01